# 1
Below is an isolated ion of composition C6H12N3O3 and charge +1, with properties calculated with ωB97M-V with the def2-TZVPD basis set.

The geometry in XYZ format:
```
24
Properties=species:S:1:pos:R:3:forces:R:3
C 0.62028 1.77743 0.11237 1.38 0.12 0.77
C 1.38658 0.76461 0.37357 -4.33 -2.74 1.98
C -0.99102 0.10685 0.51667 -2.67 -0.16 1.68
C -1.61481 2.17782 -0.67856 -3.40 2.89 -0.46
C 0.22467 -1.86736 0.96832 1.56 -1.72 3.02
C 0.31194 -2.31534 -0.41562 0.39 1.04 -1.33
N 0.03678 -0.47411 1.30081 2.74 2.12 -1.45
N 2.67383 0.42114 0.04806 3.23 -0.58 -0.89
N -0.77221 1.57756 0.42159 -0.80 -0.59 -1.49
O 3.48995 0.17073 0.93651 -1.34 0.31 -1.10
O 2.87330 0.38295 -1.17888 -0.04 -0.05 1.53
O -0.96218 -2.19130 -1.09095 1.37 -2.39 -2.58
H 1.01461 2.71535 -0.19553 -0.31 0.79 -0.47
H -1.17792 -0.39389 -0.42439 0.06 0.57 -0.51
H -1.95690 0.11304 1.14450 1.05 -0.64 -0.94
H -1.07749 2.44981 -1.63939 -0.15 -0.67 1.54
H -2.61994 1.63995 -1.00210 2.44 0.35 1.17
H -2.03512 3.18400 -0.20192 1.05 -1.93 -1.28
H -0.57455 -2.45847 1.50996 0.62 0.76 -0.27
H 1.23958 -2.25658 1.42547 -1.97 1.11 -0.36
H 0.83049 -3.30183 -0.33121 -0.89 0.43 -0.95
H 0.95673 -1.55090 -0.89261 0.38 -0.78 -0.21
H -1.09384 1.92530 1.32718 0.51 0.55 -0.07
H -0.78279 -2.59675 -2.03384 -0.89 1.20 2.64
```
Forces are in eV/Å.

Calculated values
HOMO-LUMO gap (eV): 8.571
HOMO level (hartree): -0.5133
Energy above the lowest of the compared OMol25 structures with the same formula, charge and spin (kcal per mole): 177.2
Total charge: +1

***

# 2
Below is CF3Li5O3 as an isolated structure, with properties calculated with ωB97M-V with the def2-TZVPD basis set.

The geometry in XYZ format:
```
12
Properties=species:S:1:pos:R:3:forces:R:3
Li -1.95838 0.60281 1.95198 0.21 1.06 -1.63
Li 0.09087 1.30523 -0.95249 0.93 -0.97 0.77
Li -2.52350 0.20518 -0.57555 0.04 -0.37 -0.50
Li -0.25240 -1.80982 -0.76411 -0.66 1.27 -0.99
Li 0.72992 -0.93717 1.72590 1.20 1.79 -1.10
C 2.40357 0.09782 -0.15369 3.83 -0.05 0.60
O 2.04507 0.51227 1.04005 -2.05 -0.89 0.85
O 1.51310 -0.14804 -1.06368 -2.60 -0.26 -0.85
O 3.63016 -0.05103 -0.39189 -1.30 0.00 -0.10
F -2.37996 -1.65631 -1.42415 1.12 1.01 1.05
F -2.59923 1.96127 0.19824 0.45 -1.82 0.54
F -0.69922 -0.08222 0.40938 -1.17 -0.76 1.36
```
Forces are in eV/Å.

Calculated values
HOMO-LUMO gap (eV): 4.346
HOMO level (hartree): -0.2476

***

# 3
Below is a 2-piece molecular cluster, C3H7NO2 overall, with properties calculated with ωB97M-V with the def2-TZVPD basis set.

The geometry in XYZ format:
```
13
Properties=species:S:1:pos:R:3:forces:R:3
O -0.51853 -0.01163 -2.64016 -0.19 -0.35 0.96
C -0.64844 -0.39737 -1.54989 -0.06 0.15 -0.66
C -0.85980 -0.98946 -0.38433 0.06 -0.02 -0.18
C -0.99830 -0.36574 0.97220 -0.50 -0.08 -0.15
O 0.25490 -0.03916 1.57365 0.02 0.04 0.26
H -1.01554 -2.05683 -0.50566 0.06 0.05 0.06
H -1.63487 0.52961 0.92850 0.17 -0.11 -0.04
H -1.51604 -1.10857 1.59688 0.05 0.21 -0.11
H 0.05671 0.41023 2.40593 0.10 -0.14 -0.11
N 1.47534 1.01654 -0.73619 0.36 0.03 0.09
H 1.35932 1.22905 0.25011 0.07 0.05 -0.17
H 2.11717 1.67906 -1.15935 -0.06 -0.02 0.09
H 1.92809 0.10426 -0.75169 -0.07 0.18 -0.05
```
Forces are in eV/Å.

Calculated values
HOMO-LUMO gap (eV): 9.558
HOMO level (hartree): -0.3248
SMILES: O=C=CCO.N
Energy above the lowest of the compared OMol25 structures with the same formula, charge and spin (kcal per mole): 53.2

***

# 4
Below is a 3-piece molecular cluster, C38H43Br2F12I3NO9PS3 overall, with properties calculated with ωB97M-V with the def2-TZVPD basis set.

The geometry in XYZ format:
```
112
Properties=species:S:1:pos:R:3:forces:R:3
C 2.21393 -0.21931 3.71380 -0.67 0.27 -0.15
C 1.18585 -0.50050 2.59976 0.71 -0.41 0.79
Br 0.89704 1.12564 1.56705 0.06 -0.16 -0.06
C 1.45300 -1.78130 1.71162 -0.23 0.68 -0.10
Br 3.00553 -2.83830 2.35460 -0.29 0.05 -0.05
C 1.50102 -1.54058 0.20670 -0.29 -0.51 0.49
C 2.57221 -0.90009 -0.43162 1.40 0.41 0.93
C 3.77769 -0.38693 0.37230 -0.53 0.65 -0.80
P 4.08786 1.45407 0.34987 0.75 0.34 1.02
O 4.20476 1.96950 1.71242 -0.45 -0.15 0.48
O 5.52757 1.70104 -0.37496 -0.77 -0.51 -0.38
O 3.01919 2.25282 -0.52784 0.68 -0.19 -0.37
C 2.59277 -0.71530 -1.80303 -0.53 -0.05 -0.90
S 3.93149 0.04568 -2.67303 0.73 0.04 0.32
C 1.50318 -1.13159 -2.54294 0.70 0.42 -0.63
C 0.46489 -1.72404 -1.90802 -1.91 -0.60 -0.66
C 0.40868 -1.98386 -0.55739 0.52 0.20 0.20
N -0.76924 -2.61672 -0.02914 0.91 -0.17 -0.05
C -0.84872 -4.09603 0.03565 -0.58 -0.37 -0.28
I 1.05272 -5.09685 0.30658 -0.38 0.35 0.16
C -1.59703 -4.81896 -1.13581 0.98 -1.04 0.14
C -0.72021 -5.39287 -2.27824 -1.21 0.35 -0.61
I -2.52560 -6.58234 -0.22200 -0.21 0.34 -0.10
C -1.98900 -1.99218 -0.42202 -0.12 -0.12 0.14
C -2.94430 -1.68433 0.52452 0.73 -0.44 0.27
C -2.61841 -2.01428 1.96893 -1.50 0.33 0.36
C -2.34339 -0.72158 2.75741 0.90 0.59 -1.11
O -1.84087 0.24642 2.27816 -0.89 -1.22 1.07
I -2.97799 -0.79525 4.85057 0.15 0.03 -0.27
C -4.15450 -1.11100 0.14067 -0.80 0.49 1.22
C -5.14591 -0.79081 1.26737 -0.37 0.32 -0.62
C -5.39834 0.71672 1.47832 -0.17 -0.41 1.09
O -4.16594 1.40250 1.35289 -0.10 0.03 -0.26
C -4.41037 -0.83917 -1.20960 0.64 0.18 -0.07
S -5.95407 -0.08779 -1.72521 -1.93 -1.27 -0.47
O -7.01486 -0.36002 -0.80418 0.49 0.26 0.98
O -6.32403 -0.47328 -3.05507 1.12 0.30 -0.62
C -5.81351 1.79815 -1.76558 -0.31 0.75 0.60
F -5.97263 2.25606 -2.99745 0.35 -0.17 -0.10
F -4.67375 2.22560 -1.23271 0.15 -0.12 -0.44
F -6.80770 2.32574 -1.04547 0.01 -0.40 0.04
C -3.42667 -1.15784 -2.17405 -0.60 0.44 -1.23
C -3.57489 -0.88660 -3.66569 -0.40 0.57 -0.18
C -3.70196 0.64734 -3.95552 0.28 -1.21 -0.25
C -2.70423 1.18712 -4.97473 -0.61 -0.01 0.33
F -3.27222 2.28096 -5.55246 0.34 0.25 0.13
F -2.47438 0.32448 -5.99467 0.09 -0.26 0.20
C -1.32242 1.60396 -4.41553 0.14 0.87 -0.74
F -0.64861 2.19810 -5.43944 -0.14 0.10 0.04
F -0.58687 0.54905 -4.05011 -0.25 -0.19 0.07
C -1.35013 2.61451 -3.22445 0.61 -0.17 0.22
F -2.47523 3.34282 -3.15803 -0.05 -0.12 -0.23
F -1.23814 1.90044 -2.08489 -0.18 0.02 -0.04
C -0.15731 3.62386 -3.23944 -0.09 0.42 1.05
F -0.34746 4.61276 -4.10381 0.14 -0.36 -0.30
F 1.01720 3.02429 -3.43866 -0.22 -0.04 -0.33
F -0.10873 4.18062 -2.01684 -0.03 -0.09 -0.17
C -2.25248 -1.72451 -1.75733 1.39 -0.38 -0.10
S -0.95276 -2.17957 -2.89369 -0.08 0.11 0.06
H 1.89305 0.69666 4.21970 0.16 -0.05 -0.13
H 3.22478 -0.07454 3.33707 -0.04 0.00 0.12
H 2.14279 -1.00630 4.46838 0.29 -0.01 -0.22
H 0.25483 -0.68040 3.13945 -0.04 0.10 -0.38
H 0.60775 -2.44224 1.89512 0.25 -0.06 -0.04
H 4.70671 -0.85514 0.02196 -0.17 -0.13 0.05
H 3.67546 -0.60753 1.42832 0.11 0.11 -0.11
H 6.03206 0.87988 -0.39364 0.14 0.14 -0.14
H 3.41985 2.52264 -1.37123 -0.06 -0.11 -0.10
H 3.35428 0.45503 -3.82066 -0.34 -0.27 0.38
H 1.49559 -0.96376 -3.61454 -0.19 -0.09 0.10
H -1.38819 -4.35088 0.95167 0.16 0.11 -0.09
H -2.43425 -4.26468 -1.55233 0.10 0.18 0.35
H -0.39568 -6.41310 -2.08793 0.36 0.26 0.15
H -1.38551 -5.45155 -3.15205 0.20 -0.06 0.07
H 0.08545 -4.71747 -2.56651 0.09 -0.20 0.25
H -1.82798 -2.75414 2.08579 0.20 0.42 0.03
H -3.51774 -2.45908 2.40649 0.36 -0.14 0.13
H -4.84035 -1.16993 2.23996 0.27 -0.12 -0.32
H -6.07736 -1.30681 1.01890 -0.02 0.29 0.20
H -6.20827 1.10433 0.86059 0.29 0.04 -0.17
H -5.73480 0.80717 2.52365 -0.17 0.01 -0.22
H -4.23601 2.25910 1.78458 0.03 -0.01 -0.04
H -2.75066 -1.27365 -4.26408 0.02 -0.14 0.44
H -4.47481 -1.38129 -4.03434 0.13 0.10 0.06
H -3.57903 1.17221 -3.00860 -0.10 0.29 -0.30
H -4.68761 0.81060 -4.38665 0.13 0.31 0.14
C 1.13911 -2.33941 8.78294 0.08 -0.17 -0.02
C 2.30686 -1.39324 9.03329 -0.07 0.16 0.07
C 2.82652 -1.15972 7.62247 0.11 -0.12 -0.10
O 1.69645 -1.26271 6.74954 -0.03 -0.08 0.20
C 0.58715 -1.80829 7.46898 -0.11 0.17 -0.01
H 0.39903 -2.34712 9.58206 0.00 0.03 -0.02
H 1.50839 -3.35938 8.65021 -0.03 0.01 0.00
H 1.94069 -0.45537 9.45801 0.03 -0.01 0.00
H 3.06480 -1.79667 9.70334 0.00 -0.01 -0.03
H 3.55126 -1.92837 7.33327 0.05 0.03 0.06
H 3.29235 -0.18122 7.50023 -0.05 0.00 -0.08
H -0.13634 -1.00311 7.63842 -0.06 -0.06 0.03
H 0.10878 -2.58309 6.86769 0.04 0.04 -0.07
C 6.60720 5.14607 -3.26909 0.04 -0.03 -0.24
C 5.16478 5.61118 -3.12012 -0.04 0.07 0.21
C 4.39302 4.35807 -3.50208 0.00 -0.06 -0.20
O 5.20643 3.24181 -3.11815 -0.18 0.13 -0.01
C 6.52136 3.70552 -2.78854 0.09 -0.02 0.31
H 7.32152 5.74003 -2.70105 -0.02 -0.02 0.03
H 6.90017 5.17443 -4.32181 0.02 0.01 0.02
H 4.96410 5.87193 -2.07831 -0.02 0.00 -0.02
H 4.91256 6.47029 -3.74021 -0.01 -0.03 -0.02
H 4.23057 4.30462 -4.58420 -0.07 0.07 0.01
H 3.42334 4.29291 -3.00252 0.02 -0.05 -0.02
H 6.64024 3.64047 -1.70340 0.06 0.00 -0.02
H 7.26365 3.05875 -3.25868 -0.09 -0.06 -0.03
```
Forces are in eV/Å.

Calculated values
HOMO-LUMO gap (eV): 7.975
HOMO level (hartree): -0.3200
SMILES: C[C@@H](Br)[C@H](Br)c1c(CP(=O)(O)O)c(S)cc2c1N([C@H](I)[C@@H](C)I)c1c(CC(=O)I)c(CCO)c(S(=O)(=O)C(F)(F)F)c(CCC(F)(F)C(F)(F)C(F)(F)C(F)(F)F)c1S2.C1CCOC1.C1CCOC1

***

# 5
Below is a single C19H15ClF3NO3 molecule, with properties calculated with ωB97M-V with the def2-TZVPD basis set.

The geometry in XYZ format:
```
42
Properties=species:S:1:pos:R:3:forces:R:3
C -2.36348 -1.89605 -1.35507 -0.07 -0.04 0.02
N -3.37121 -0.90224 -1.65731 -0.17 -0.03 -0.01
C -3.53073 -0.71559 -3.08327 0.06 -0.06 0.12
C -3.22024 0.33120 -0.90109 0.03 -0.06 0.01
C -1.95869 1.12838 -1.18482 -0.15 -0.15 0.04
C -1.88090 2.08785 -2.19629 0.48 -0.27 0.53
O -2.93362 2.43355 -2.96199 -0.30 0.02 -0.11
C -0.67719 2.76035 -2.45613 -0.12 0.05 -0.11
C 0.44486 2.48566 -1.72324 -0.24 -0.14 0.08
C 0.40327 1.54078 -0.69111 -0.20 -0.09 0.05
C 1.60373 1.25984 0.09854 -0.28 -0.12 0.02
O 2.66104 1.83856 -0.05314 0.00 -0.02 0.00
C 1.41605 0.19507 1.11615 -0.38 -0.01 0.03
C 2.61999 -0.22515 1.85315 0.13 -0.19 0.00
C 3.28804 0.67796 2.67158 0.00 -0.17 -0.01
C 4.45328 0.31043 3.31850 -0.01 0.08 0.05
C 4.97286 -0.96055 3.14302 -0.02 -0.03 -0.03
C 4.33298 -1.86570 2.31439 0.00 -0.06 -0.02
C 3.16611 -1.49414 1.67107 0.10 0.31 0.10
Cl 2.38805 -2.61782 0.60818 0.11 -0.24 -0.12
C 0.18989 -0.33029 1.29341 0.50 0.21 0.20
C -0.20582 -1.33493 2.35976 -0.33 -0.34 0.45
F -0.50292 -2.53418 1.84158 -0.01 0.01 -0.28
F -1.31646 -0.91797 2.99214 -0.08 0.25 -0.08
F 0.71560 -1.52693 3.30260 0.14 0.15 -0.18
O -0.90788 -0.01649 0.58265 0.02 -0.09 0.04
C -0.80192 0.88054 -0.43410 0.38 0.67 -0.56
H -2.31848 -2.04854 -0.27917 0.06 -0.05 0.03
H -2.65350 -2.83624 -1.82227 0.05 -0.05 -0.02
H -1.36124 -1.62518 -1.72021 0.06 -0.01 0.01
H -2.64901 -0.27771 -3.57562 0.00 0.02 -0.02
H -4.40175 -0.08693 -3.27423 -0.05 0.05 -0.08
H -3.71956 -1.68787 -3.53625 -0.03 0.01 -0.08
H -3.22681 0.05982 0.15705 -0.11 0.13 -0.08
H -4.11183 0.94231 -1.08459 0.03 0.00 0.10
H -3.71101 1.90721 -2.73234 0.16 0.07 -0.03
H -0.67192 3.49158 -3.24805 0.03 0.10 -0.10
H 1.38202 2.98520 -1.91167 0.08 0.05 -0.02
H 2.88175 1.66930 2.79768 -0.03 0.10 -0.01
H 4.95811 1.01967 3.95589 0.05 0.06 0.06
H 5.88315 -1.25046 3.64495 0.08 -0.03 0.04
H 4.73539 -2.85433 2.15969 0.02 -0.09 -0.02
```
Forces are in eV/Å.

Calculated values
HOMO-LUMO gap (eV): 8.712
HOMO level (hartree): -0.3243
SMILES: CN(C)Cc1c(O)ccc2c(=O)c(-c3ccccc3Cl)c(C(F)(F)F)oc12

***

# 6
Below is a 2-piece molecular cluster, CH2Cl2N2O2 overall, with properties calculated with ωB97M-V with the def2-TZVPD basis set.

The geometry in XYZ format:
```
9
Properties=species:S:1:pos:R:3:forces:R:3
C -0.07032 0.28477 0.05904 -3.78 -0.85 1.50
N -1.96881 0.46734 0.71027 3.59 0.10 -0.78
N 0.39469 1.59223 0.37994 0.49 0.62 -0.02
O 0.62115 2.33904 -0.54986 -0.01 0.16 -0.42
O 0.51668 1.87281 1.54940 0.00 -0.05 0.44
Cl -2.63758 1.60785 -0.37146 -0.32 0.19 -0.28
Cl -2.64664 -1.07561 0.46986 -0.18 -0.47 -0.24
H -0.13364 0.04030 -0.98741 -0.02 0.18 -0.14
H 0.21305 -0.47341 0.77536 0.24 0.10 -0.06
```
Forces are in eV/Å.

Calculated values
HOMO-LUMO gap (alpha / beta) (eV): 8.417 / 8.414
HOMO level (alpha / beta) (hartree): -0.3696 / -0.3695
Energy above the lowest of the compared OMol25 structures with the same formula, charge and spin (kcal per mole): 39.5